[1]
43
Properties=species:S:1:pos:R:3 method="wB97M-V/def2-TZVPD" orbital_gap_ev=7.615 smiles="CCOC(=O)Cn1nc(C)c(NC(=O)c2ccc(Cl)c([N+](=O)[O-])c2)c1C" homo_ev=-8.1 total_charge=0 e_lumo_ev=-0.50
C 5.171 4.124 4.275
C 4.048 4.899 3.709
H 4.022 5.773 4.292
H 4.177 5.121 2.681
O 3.014 4.405 3.971
C 2.395 3.566 3.273
O 2.863 3.334 2.272
C 1.162 2.841 3.782
N 0.792 1.660 3.138
C 0.294 1.542 1.756
C 0.110 0.070 1.813
C 0.613 -0.481 2.994
N 0.964 0.586 3.574
C 0.491 -1.915 3.279
H 1.390 -2.426 2.572
H -0.494 -2.192 3.126
H 0.834 -1.841 4.142
N -0.271 -0.359 0.438
C -1.147 -1.619 0.316
O -1.827 -1.915 1.337
C -1.244 -1.966 -1.057
C -1.404 -1.059 -2.011
C -1.625 -1.686 -3.368
C -1.980 -2.909 -3.525
C -1.735 -4.043 -2.431
C -1.705 -3.362 -1.297
H -1.697 -3.803 -0.507
H -2.163 -5.003 -2.562
Cl -2.152 -3.566 -5.129
N -1.558 -0.651 -4.591
O -2.086 -1.050 -5.508
O -0.708 0.287 -4.379
H -1.135 -0.105 -2.101
H 0.250 0.008 -0.478
C 0.098 2.732 0.861
H 0.915 3.001 0.749
H -0.453 3.311 1.283
H -0.624 2.421 0.019
H 0.273 3.663 3.666
H 1.060 2.698 5.023
H 5.026 4.000 5.280
H 5.100 3.303 3.950
H 6.231 4.722 4.155

=====

[2]
75
Properties=species:S:1:pos:R:3 method="wB97M-V/def2-TZVPD" orbital_gap_ev=6.606 homo_ev=-13.7 total_charge=+2 e_lumo_ev=-7.13
Ti -0.585 0.190 -1.202
C -2.969 0.419 2.302
Sb -0.976 0.309 1.582
C -0.044 1.949 2.540
C -0.186 -1.426 2.593
C -1.255 -2.431 2.897
C -1.905 -2.362 4.130
C -2.919 -3.243 4.465
C -3.295 -4.226 3.561
C -2.645 -4.317 2.342
C -1.626 -3.434 1.991
C -0.953 -3.603 0.660
Sb -1.789 -2.326 -0.847
C -3.870 -2.388 -0.447
C -1.570 -3.470 -2.617
H -3.010 -0.038 3.289
H -3.658 -0.106 1.645
H -3.262 1.464 2.384
H -0.262 1.895 3.606
H -0.426 2.884 2.128
H 1.030 1.891 2.376
H 0.255 -1.040 3.513
H 0.619 -1.813 1.970
H -1.595 -1.609 4.847
H -3.401 -3.173 5.430
H -4.076 -4.931 3.813
H -2.919 -5.108 1.651
H -1.092 -4.618 0.288
H 0.118 -3.406 0.689
H -4.245 -3.380 -0.693
H -4.388 -1.648 -1.054
H -4.040 -2.200 0.611
H -2.064 -4.430 -2.470
H -0.514 -3.633 -2.820
H -2.028 -2.949 -3.455
O -1.594 6.547 -0.290
C -1.564 5.299 0.171
O -1.344 5.058 1.324
C -1.790 4.168 -0.798
C -1.337 4.182 -2.127
C -1.393 3.041 -2.898
C -1.954 1.867 -2.369
S -1.787 0.299 -3.150
C -2.507 1.889 -1.079
C -2.395 3.037 -0.290
H -1.909 6.610 -1.201
H -0.872 5.070 -2.537
H -0.972 3.026 -3.895
H -3.110 1.052 -0.736
H -2.787 3.058 0.718
C 3.809 2.605 -3.186
C 3.717 1.098 -3.196
C 2.622 0.545 -4.076
O 3.582 0.618 -1.787
P 2.379 0.466 -0.827
S 1.279 -1.208 -1.285
S 1.044 1.960 -0.881
O 2.950 0.364 0.609
C 4.204 -0.302 1.097
C 4.370 -1.666 0.473
C 5.369 0.633 0.881
H 4.085 2.945 -4.184
H 4.574 2.945 -2.489
H 2.854 3.060 -2.923
H 4.675 0.662 -3.470
H 1.647 0.958 -3.807
H 2.582 -0.543 -4.032
H 2.832 0.830 -5.106
H 3.985 -0.394 2.159
H 4.553 -1.595 -0.601
H 3.504 -2.302 0.654
H 5.238 -2.147 0.923
H 5.616 0.719 -0.177
H 6.237 0.232 1.404
H 5.157 1.621 1.286

=====

[3]
46
Properties=species:S:1:pos:R:3 method="wB97M-V/def2-TZVPD" orbital_gap_ev="2.628 / 8.984" homo_ev="0.3 / -6.2" total_charge=-1 e_lumo_ev="2.92 / 2.81" spin_multiplicity=2
C 1.838 0.502 1.375
C 1.148 0.485 2.726
C 0.861 -0.038 0.320
N 1.385 -0.209 -1.036
C 2.704 -0.884 -1.101
C 0.268 -2.413 -1.564
C 0.434 -0.944 -1.922
C -0.924 -0.242 -2.056
H 2.213 1.493 1.137
H 2.713 -0.153 1.370
H 1.628 1.252 3.348
H 0.110 0.826 2.687
H 1.088 -0.398 3.367
H 0.306 -0.881 0.737
H 0.096 0.750 0.262
H 3.429 -0.169 -1.511
H 2.784 -1.615 -1.907
H 3.127 -1.205 -0.160
H -0.087 -3.006 -2.414
H -0.448 -2.491 -0.752
H 1.236 -2.876 -1.383
H 0.857 -0.777 -2.898
H -1.079 0.218 -3.031
H -1.067 0.582 -1.365
H -1.764 -0.886 -1.840
H -3.026 -1.900 0.647
H -3.247 -3.410 0.304
O -3.649 -2.540 0.264
H -2.548 3.970 -0.470
H -2.366 2.953 -1.563
O -3.058 3.367 -1.029
H 2.856 2.921 -1.917
H 2.289 1.482 -1.493
O 3.043 2.108 -1.437
H -2.588 -1.076 3.007
H -1.949 -0.078 2.019
O -2.085 -1.028 2.182
H 0.316 3.277 0.369
H 1.690 3.515 -0.196
O 0.819 3.940 -0.136
H 1.247 -2.806 2.382
H 0.113 -3.251 1.572
O 1.072 -3.398 1.636
H -3.575 0.987 0.223
H -4.212 2.446 0.419
O -4.001 1.599 0.828

=====

Energy above the lowest of the compared OMol25 structures with the same formula, charge and spin
In order: 1611.2; 0.0; 0.0
Unit: kJ/mol